P | Below is the molecule C3H5NS3, with properties calculated with ωB97M-V/def2-TZVPD.

Each atom is followed by the atoms it is bonded to, with distances in Å.
Positions of all 12 atoms, in Å:
1 N -1.82703 -0.07489 0.89226  S2 1.705, H8 1.108, H9 1.058
2 S -1.93570 -0.92909 -0.57889  N1 1.705, C3 2.234
3 C 0.12011 -0.53270 -1.35725  S2 2.234, S4 1.744, S7 1.773, H10 1.194
4 S 0.39562 1.18815 -1.29631  C3 1.744, C5 1.710
5 C 1.39613 1.16794 0.09000  S4 1.710, C6 1.298, H11 1.038
6 C 1.71168 -0.01490 0.52284  C5 1.298, S7 1.760, H12 1.073
7 S 1.29800 -1.45298 -0.40390  C3 1.773, C6 1.760
8 H -1.94666 -0.84215 1.68210  N1 1.108
9 H -2.75307 0.43590 0.93097  N1 1.058
10 H -0.16062 -0.93736 -2.44509  C3 1.194
11 H 1.37868 2.09150 0.56301  C5 1.038
12 H 2.32285 -0.09943 1.40026  C6 1.073

## Properties
SMILES: NSC1SC=CS1
Gap between HOMO and LUMO (eV): 8.02
E_LUMO (eV): 0.57

These are the natural (NBO) partial charges, in e, on atoms 1 to 4: atom 1 (N): -0.981, atom 2 (S): 0.172, atom 3 (C): -0.651, atom 4 (S): 0.377

Q | Below is the molecule C3H5NS3, with properties calculated with ωB97M-V/def2-TZVPD.

Each atom is followed by the atoms it is bonded to, with distances in Å.
Positions of all 12 atoms, in Å:
1 S 3.52532 0.09316 -0.06627  C2 1.648
2 C 2.04793 -0.46751 0.40033  S1 1.648, N3 1.358, H8 1.087
3 N 0.95550 -0.55176 -0.40225  C2 1.358, C4 1.445, H9 0.993
4 C -0.31056 -1.05164 0.08387  N3 1.445, C5 1.520, H10 1.106, H11 1.074
5 C -1.48496 -0.08868 0.02210  C4 1.520, S6 1.623, S7 1.726
6 S -2.99586 -0.68047 -0.02830  C5 1.623
7 S -1.19034 1.61157 0.03315  C5 1.726, H12 1.322
8 H 1.83387 -0.79371 1.41457  C2 1.087
9 H 1.11907 -0.46153 -1.37779  N3 0.993
10 H -0.16104 -1.27274 1.15754  C4 1.106
11 H -0.55162 -1.93235 -0.48156  C4 1.074
12 H 0.13086 1.58144 0.04788  S7 1.322

## Properties
SMILES: S=CNCC(=S)S
Gap between HOMO and LUMO (eV): 8.27
E_LUMO (eV): -0.61

These are the natural (NBO) partial charges, in e, on atoms 1 to 4: atom 1 (S): -0.125, atom 2 (C): -0.069, atom 3 (N): -0.587, atom 4 (C): -0.300

Energy ordering: Q at the bottom, the next structure 153.9 kJ/mol above.

P | Below is a 2-piece molecular cluster, C6H10O3 overall, with properties calculated with ωB97M-V/def2-TZVPD.

Each atom is followed by the atoms it is bonded to, with distances in Å.
Positions of all 19 atoms, in Å:
1 C 1.35959 0.44789 -1.88956  C2 1.490, H8 1.045, H9 1.109, H10 1.084
2 C 0.53350 -0.40885 -0.99332  C1 1.490, C3 1.519, C4 1.515, C6 1.500
3 C 0.15601 -1.73686 -1.62655  C2 1.519, H11 1.117, H12 1.081, H13 1.058
4 C -0.40859 0.46676 -0.19298  C2 1.515, O5 1.326, C6 1.283
5 O -1.54616 1.13827 -0.30461  C4 1.326, H14 0.976
6 C 0.53671 -0.09052 0.47213  C2 1.500, C4 1.283, O7 1.352
7 O 1.16243 -0.55551 1.57641  C6 1.352, H15 1.012
8 H 2.21130 0.83335 -1.42170  C1 1.045
9 H 0.91504 1.32714 -2.39865  C1 1.109
10 H 1.73999 -0.06117 -2.76793  C1 1.084
11 H 0.97091 -2.19643 -2.23732  C3 1.117
12 H -0.65955 -1.71028 -2.33607  C3 1.081
13 H -0.10729 -2.48416 -0.92563  C3 1.058
14 H -1.94264 1.34077 0.56346  O5 0.976
15 H 1.98389 -0.08247 1.93078  O7 1.012
16 C -1.76572 0.92252 3.22250  O17 1.184, H18 1.159, H19 1.077
17 O -2.39889 1.24718 2.27558  C16 1.184
18 H -1.14957 1.74026 3.76658  C16 1.159
19 H -1.59095 -0.13788 3.28690  C16 1.077

## Properties
SMILES: CC1(C)C(O)=C1O.C=O
Gap between HOMO and LUMO (eV): 8.50
E_LUMO (eV): 0.22

These are the natural (NBO) partial charges, in e, on atoms 1 to 4: atom 1 (C): -0.627, atom 2 (C): -0.105, atom 3 (C): -0.630, atom 4 (C): 0.297

Q | Below is a 2-piece molecular cluster, C6H10O3 overall, with properties calculated with ωB97M-V/def2-TZVPD.

Each atom is followed by the atoms it is bonded to, with distances in Å.
Positions of all 19 atoms, in Å:
1 C -0.31242 1.42412 -0.95489  C2 1.341, H9 1.078, H10 1.079
2 C -0.83841 0.57579 -0.05973  C1 1.341, C3 1.495, C4 1.681
3 C -2.29015 0.22836 0.01650  C2 1.495, H11 1.089, H12 1.087, H13 1.089
4 C 0.10308 -0.75818 0.34178  C2 1.681, O5 1.213, C6 1.547
5 O -0.36739 -1.86857 0.47109  C4 1.213
6 C 1.62120 -0.59791 0.09271  C4 1.547, C7 1.501, O8 1.210
7 C 2.21028 -1.57408 -0.88334  C6 1.501, H14 1.091, H15 1.088, H16 1.090
8 O 2.26377 0.19379 0.74356  C6 1.210
9 H 0.73313 1.68516 -0.96715  C1 1.078
10 H -0.94370 1.93176 -1.66756  C1 1.079
11 H -2.90093 1.12939 0.04520  C3 1.089
12 H -2.47273 -0.38932 0.89242  C3 1.087
13 H -2.57815 -0.34871 -0.86142  C3 1.089
14 H 1.81030 -1.36726 -1.87751  C7 1.091
15 H 3.29574 -1.50403 -0.88898  C7 1.088
16 H 1.90151 -2.58294 -0.60999  C7 1.090
17 O -0.51582 1.45513 1.76876  H18 1.008, H19 0.972
18 H 0.26610 0.81958 1.78391  O17 1.008
19 H -0.98541 1.54791 2.61462  O17 0.972

## Properties
SMILES: C=C(C)C(=O)C(C)=O.O
Gap between HOMO and LUMO (eV): 8.94
E_LUMO (eV): 0.14

These are the natural (NBO) partial charges, in e, on atoms 1 to 4: atom 1 (C): -0.471, atom 2 (C): 0.033, atom 3 (C): -0.664, atom 4 (C): 0.449

Energy ordering: Q at the bottom, the next structure 196.4 kJ/mol above.